Here is a cluster of 3 separate species, C24H27N3O5 in total from OMol25. Energies are from the ωB97M-V functional and the def2-TZVPD basis.

Summary:
Gap between HOMO and LUMO (eV): 7.51
F_max (hartree/bohr): 0.3389
E_LUMO (eV): -0.708
Calculated total energy (Ha): -1470.45070
Energy above the lowest of the compared OMol25 structures with the same formula, charge and spin (kJ/mol): 2312.11
HOMO energy (eV): -8.2175

Atoms and positions in Å:
C  4.22  2.84  0.57
C  5.25  1.70  0.91
H  5.74  2.06  1.83
H  5.93  1.49  0.14
O  4.43  0.33  1.07
C  3.79  -0.31  0.28
C  2.94  -1.40  0.82
C  2.35  -2.05  -0.38
C  2.50  -1.84  -1.72
C  3.44  -0.91  -2.06
C  3.97  0.17  -1.12
H  4.57  0.85  -1.61
H  3.59  -0.89  -3.22
H  2.08  -2.42  -2.30
C  1.41  -3.10  0.11
C  0.01  -3.04  0.09
C  -0.83  -4.03  0.67
O  -0.63  -4.87  1.43
C  -2.14  -3.24  0.19
O  -3.36  -3.74  0.68
N  -2.08  -2.26  -0.62
C  -3.25  -1.46  -0.99
H  -2.76  -0.90  -1.96
H  -3.91  -2.27  -1.31
C  -3.88  -0.45  -0.43
N  -3.10  0.67  0.02
C  -3.63  1.09  1.26
C  -2.87  2.76  1.44
O  -3.20  3.44  0.50
C  -2.64  2.84  -0.73
C  -3.39  1.67  -1.13
H  -3.03  1.10  -2.12
H  -4.44  1.81  -1.20
H  -2.89  3.47  -1.62
H  -1.62  2.62  -0.74
H  -3.25  3.31  2.39
H  -1.81  2.42  1.42
H  -3.42  0.63  2.37
H  -4.74  1.51  1.25
H  -5.01  -0.33  -0.48
H  -3.88  -1.22  0.93
C  -0.79  -1.85  -0.55
C  -0.34  -0.61  -0.24
C  -0.33  -0.42  1.11
C  0.15  0.98  1.45
N  0.94  1.76  0.71
C  0.86  1.46  -0.54
C  0.42  0.25  -1.09
H  0.36  0.32  -2.29
H  1.07  2.41  -1.16
H  0.29  1.22  2.53
H  -0.67  -0.95  1.73
H  -0.27  -1.91  -1.97
O  1.97  -4.11  1.12
H  1.27  -4.66  1.46
H  2.94  -1.33  1.92
H  4.69  3.71  0.38
H  3.26  2.94  1.24
H  3.77  2.74  -0.48

Atomic partial charges in e from the Mulliken method, atoms 1 to 2:
1 C -0.9382
2 C -0.4389

=====

Here is an isolated molecule of C24H27N3O5 from OMol25. Energies are from the ωB97M-V functional and the def2-TZVPD basis.

Summary:
Gap between HOMO and LUMO (eV): 7.74
F_max (hartree/bohr): 0.0143
E_LUMO (eV): 0.229
Calculated total energy (Ha): -1471.26087
Energy above the lowest of the compared OMol25 structures with the same formula, charge and spin (kJ/mol): 185.03
HOMO energy (eV): -7.5088

Atoms and positions in Å:
C  -5.42  -5.21  -0.25
O  -5.61  -4.03  0.50
C  -4.69  -3.02  0.35
C  -3.58  -3.06  -0.48
C  -2.72  -1.98  -0.55
C  -2.96  -0.84  0.20
N  -2.13  0.29  0.18
C  -1.08  0.55  -0.65
O  -0.70  -0.20  -1.54
N  -0.47  1.77  -0.43
C  0.70  2.05  -1.26
C  1.96  1.46  -0.68
C  2.34  0.19  -0.93
C  3.52  -0.36  -0.36
C  3.94  -1.67  -0.60
C  5.11  -2.16  -0.04
O  5.42  -3.45  -0.35
C  6.60  -4.01  0.20
C  5.88  -1.33  0.78
C  5.48  -0.03  1.03
C  4.31  0.46  0.47
N  3.89  1.75  0.70
C  2.74  2.32  0.21
O  2.45  3.47  0.51
C  -0.63  2.56  0.77
C  -1.84  3.52  0.77
C  -2.05  4.24  -0.57
C  -3.20  3.46  -1.21
C  -4.00  3.07  0.03
O  -3.05  2.81  1.04
C  -4.07  -0.80  1.03
C  -4.93  -1.87  1.11
H  -5.44  -5.02  -1.32
H  -6.25  -5.86  0.02
H  -4.48  -5.70  0.01
H  -3.36  -3.93  -1.08
H  -1.86  -2.02  -1.20
H  -2.46  1.05  0.76
H  0.51  1.62  -2.24
H  0.81  3.14  -1.33
H  1.72  -0.43  -1.57
H  3.35  -2.32  -1.23
H  6.63  -5.03  -0.18
H  7.49  -3.47  -0.14
H  6.57  -4.03  1.29
H  6.79  -1.69  1.23
H  6.08  0.60  1.66
H  4.45  2.34  1.31
H  -0.71  1.91  1.65
H  0.27  3.17  0.89
H  -1.68  4.23  1.59
H  -2.36  5.28  -0.39
H  -1.15  4.25  -1.18
H  -2.82  2.57  -1.71
H  -3.78  4.05  -1.91
H  -4.66  3.90  0.34
H  -4.61  2.17  -0.11
H  -4.27  0.08  1.63
H  -5.80  -1.85  1.75

Atomic partial charges in e from the Mulliken method, atoms 1 to 2:
1 C -0.8273
2 O -0.4640

=====

Here is an isolated molecule of C24H27N5O3 from OMol25. Energies are from the ωB97M-V functional and the def2-TZVPD basis.

Summary:
Gap between HOMO and LUMO (eV): 8.31
F_max (hartree/bohr): 0.0232
E_LUMO (eV): 0.684
Calculated total energy (Ha): -1430.26248
Energy above the lowest of the compared OMol25 structures with the same formula, charge and spin (kJ/mol): 186.60
HOMO energy (eV): -7.6237

Atoms and positions in Å:
O  0.98  -2.53  1.04
C  1.23  -2.64  -0.15
N  2.36  -3.10  -0.68
C  3.46  -3.65  0.09
C  3.51  -5.15  -0.04
C  4.55  -5.80  -0.69
C  4.52  -7.18  -0.79
C  3.44  -7.86  -0.23
N  2.45  -7.25  0.39
C  2.48  -5.93  0.48
C  0.24  -2.20  -1.23
O  0.48  -2.32  -2.42
N  -0.89  -1.71  -0.70
C  -1.90  -1.06  -1.48
C  -1.68  0.46  -1.68
C  -0.23  0.80  -1.81
C  0.46  1.34  -2.86
C  1.81  1.45  -2.44
C  1.84  0.97  -1.17
O  0.62  0.58  -0.78
N  -2.41  1.24  -0.69
C  -2.52  2.64  -1.05
C  -3.51  3.32  -0.09
N  -3.09  3.20  1.29
C  -2.25  4.15  1.86
C  -1.69  5.21  1.14
C  -0.92  6.17  1.77
C  -0.68  6.10  3.13
C  -1.23  5.07  3.86
C  -2.01  4.11  3.24
C  -2.94  1.80  1.62
C  -1.94  1.12  0.68
H  2.38  -3.17  -1.70
H  3.27  -3.36  1.13
H  4.40  -3.20  -0.25
H  5.37  -5.23  -1.11
H  5.31  -7.72  -1.29
H  3.37  -8.94  -0.28
H  1.65  -5.47  1.00
H  -0.88  -1.62  0.31
H  -1.88  -1.54  -2.46
H  -2.88  -1.21  -1.02
H  -2.15  0.72  -2.64
H  0.06  1.61  -3.81
H  2.63  1.82  -3.01
H  2.63  0.86  -0.45
H  -2.89  2.71  -2.07
H  -1.54  3.15  -1.00
H  -3.65  4.37  -0.36
H  -4.47  2.81  -0.18
H  -1.84  5.29  0.08
H  -0.50  6.97  1.18
H  -0.07  6.85  3.61
H  -1.07  5.00  4.93
H  -2.45  3.33  3.84
H  -2.60  1.69  2.65
H  -3.92  1.32  1.52
H  -1.88  0.06  0.95
H  -0.95  1.58  0.83

Atomic partial charges in e from the Mulliken method, atoms 1 to 2:
1 O -0.7292
2 C 0.5927

=====

Here is an isolated molecule of C24H27N5O3S from OMol25. Energies are from the ωB97M-V functional and the def2-TZVPD basis.

Summary:
Gap between HOMO and LUMO (eV): 8.78
F_max (hartree/bohr): 0.0250
E_LUMO (eV): 0.186
Calculated total energy (Ha): -1828.43788
Energy above the lowest of the compared OMol25 structures with the same formula, charge and spin (kJ/mol): 164.37
HOMO energy (eV): -8.5905

Atoms and positions in Å:
C  -4.79  0.68  -0.21
C  -3.82  -0.48  -0.03
C  -4.57  -1.77  0.31
C  -2.97  -0.71  -1.30
C  -1.99  0.42  -1.59
N  -1.05  0.55  -0.51
C  -0.59  1.73  -0.06
O  -0.91  2.81  -0.51
C  0.41  1.55  1.11
C  0.46  2.74  2.01
C  0.35  4.08  1.81
C  0.56  4.69  3.07
C  0.78  3.68  3.95
O  0.72  2.49  3.32
N  1.74  1.28  0.57
C  2.15  2.08  -0.58
C  1.73  1.41  -1.84
C  1.20  1.96  -2.97
C  0.92  1.01  -3.98
C  1.24  -0.26  -3.60
S  1.89  -0.31  -2.01
C  2.66  0.46  1.11
O  3.82  0.43  0.74
C  2.17  -0.57  2.15
N  1.52  -1.62  1.43
N  0.22  -1.58  1.12
N  -0.09  -2.57  0.37
C  1.02  -3.31  0.14
C  1.22  -4.47  -0.61
C  2.50  -4.96  -0.66
C  3.57  -4.34  0.01
C  3.39  -3.20  0.76
C  2.10  -2.69  0.82
H  -4.26  1.61  -0.36
H  -5.41  0.78  0.68
H  -5.44  0.50  -1.06
H  -3.14  -0.25  0.79
H  -3.87  -2.59  0.47
H  -5.16  -1.63  1.21
H  -5.24  -2.04  -0.50
H  -2.40  -1.63  -1.17
H  -3.64  -0.83  -2.16
H  -2.50  1.38  -1.71
H  -1.46  0.21  -2.52
H  -0.75  -0.31  -0.07
H  0.07  0.69  1.69
H  0.12  4.56  0.88
H  0.54  5.74  3.29
H  0.98  3.67  5.00
H  1.69  3.07  -0.51
H  3.24  2.17  -0.54
H  1.00  3.01  -3.07
H  0.50  1.26  -4.93
H  1.13  -1.17  -4.15
H  1.50  -0.14  2.89
H  3.06  -0.97  2.65
H  0.40  -4.94  -1.13
H  2.71  -5.86  -1.23
H  4.55  -4.77  -0.07
H  4.21  -2.71  1.26

Atomic partial charges in e from the Mulliken method, atoms 1 to 2:
1 C -1.6185
2 C 1.2034